A molecular structure, C42H31Cl2N2O3Se2Te2Ti at a distorted geometry, computed with wB97M-V/def2-TZVPD.

```
! RIJCOSX wB97M-V def2-TZVPD def2/J DEFGRID3
* xyz -2 2
Ti -1.42821 0.46738 -0.23792
O -0.52590 -1.15604 -0.35798
C -0.01104 -2.22412 0.35463
C 0.11055 -1.82627 1.86038
C 0.86208 -0.54988 2.03489
C 2.03918 -0.53279 2.77344
C 2.80383 0.61755 2.80641
C 2.39999 1.69968 2.04511
C 1.19544 1.63183 1.35229
C 0.76452 2.77181 0.48556
C 0.68316 2.36710 -1.00993
O -0.17207 1.28773 -1.16890
C 2.06418 2.01897 -1.58281
C 2.17987 0.95279 -2.46731
C 3.38582 0.67945 -3.09599
C 4.50053 1.46349 -2.83721
C 4.39923 2.52001 -1.94305
C 3.18786 2.80047 -1.32893
C 0.17081 3.54872 -1.85753
C -0.22850 3.27802 -3.16343
C -0.66584 4.29214 -3.99683
C -0.71433 5.59902 -3.52949
C -0.35616 5.87227 -2.22131
C 0.08507 4.85207 -1.38662
N 0.40889 0.54308 1.40957
C -0.93825 -3.44454 0.24419
C -1.19961 -4.30995 1.29908
C -2.06263 -5.38621 1.13544
C -2.68616 -5.60704 -0.08246
C -2.41485 -4.76191 -1.15066
C -1.53458 -3.70598 -0.98561
C 1.38688 -2.59966 -0.21097
C 2.39037 -1.63501 -0.30124
C 3.64076 -1.93304 -0.82058
C 3.90876 -3.20256 -1.30906
C 2.91333 -4.16486 -1.26551
C 1.67220 -3.86840 -0.71746
H 0.63194 -2.61101 2.41018
H -0.90928 -1.74013 2.24698
H 2.35831 -1.43017 3.28638
H 3.71365 0.65648 3.39299
H 3.00420 2.59451 1.98413
H 1.44095 3.61421 0.62044
H -0.23081 3.09768 0.76765
H 1.31365 0.32977 -2.65581
H 3.44989 -0.15377 -3.78499
H 5.44295 1.25572 -3.33123
H 5.26364 3.13928 -1.73123
H 3.11580 3.64868 -0.65870
H -0.22322 2.25567 -3.52048
H -1.00796 4.05511 -4.99412
H -1.05925 6.39614 -4.17737
H -0.43811 6.88123 -1.83272
H 0.34220 5.09034 -0.36218
H -0.74654 -4.14870 2.26927
H -2.26160 -6.04093 1.97690
H -3.38246 -6.42971 -0.19759
H -2.90347 -4.88803 -2.10870
H -1.30895 -3.07641 -1.83563
H 2.19377 -0.61950 0.00757
H 4.39603 -1.15837 -0.86386
H 4.88031 -3.43381 -1.73097
H 3.09574 -5.15553 -1.66580
H 0.92064 -4.64357 -0.69017
Cl -1.61825 4.10255 2.92131
C -2.17109 2.45849 3.10667
C -2.46790 1.99390 4.38006
C -2.89824 0.69280 4.55237
Cl -3.29861 0.16403 6.17157
C -3.06079 -0.19844 3.47623
C -3.51092 -1.53976 3.54594
C -3.69036 -2.24605 2.34528
C -3.37253 -1.67736 1.13698
N -2.85284 -0.42140 1.03022
C -2.73860 0.30611 2.19262
C -2.28328 1.62698 1.99116
O -2.01778 1.96071 0.74254
H -2.35102 2.64637 5.23386
H -3.75070 -1.99236 4.49768
H -4.08401 -3.25421 2.35886
H -3.53346 -2.20026 0.20359
Se -2.40746 -0.55324 -2.16696
Te -4.15887 -1.64234 -3.60787
Te -4.01260 2.38196 -3.93869
Se -3.02787 1.55101 -1.76653
*
```

Values from the calculation:
Total energy (Ha): -9063.2813
Energy above the lowest of the compared OMol25 structures with the same formula, charge and spin (kJ/mol): 243.77
Orbital gap (spin up / spin down) (eV): 4.31 / 4.84